Here is a structure of composition C8H10N3O3S at a distorted geometry from the Open Molecules 2025 dataset. Energies are from ωB97M-V with the def2-TZVPD basis set.

The value obtained for the relative energy (zero: lowest compared OMol25 entry of this formula, charge and spin) is 24.2 kcal per mole. Its HOMO-LUMO gap is 9.189 eV. The value obtained for the lowest unoccupied orbital energy is -3.6 eV. Its net charge is +1. For the highest occupied orbital energy, the calculation gives -12.8 eV.

Each line ends with the natural charge from an NBO analysis.
Positions of all 25 atoms, in Å:
C: 3.600 0.581 -1.555  -0.13
C: 3.968 -0.173 -0.425  -0.21
C: 2.288 0.968 -1.624  -0.20
C: 3.022 -0.693 0.461  -0.13
C: 1.330 0.540 -0.786  -0.14
C: 1.663 -0.365 0.182  -0.27
C: 0.745 -0.785 1.162  0.86
C: -3.491 -0.072 0.127  0.79
N: -2.739 -0.980 0.748  -0.49
N: -4.373 -0.374 -0.851  -0.73
N: -1.782 -0.284 1.622  -0.18
O: 0.585 -1.561 2.025  -0.47
O: -3.251 1.177 0.371  -0.60
O: -0.792 0.147 0.909  -0.52
S: -5.380 0.815 -1.625  0.29
H: 4.263 0.909 -2.330  0.24
H: 5.106 -0.348 -0.310  0.25
H: 1.954 1.775 -2.313  0.23
H: 3.187 -1.334 1.351  0.25
H: 0.345 0.955 -0.686  0.25
H: -3.208 -1.954 0.968  0.43
H: -4.527 -1.376 -1.188  0.45
H: -2.579 1.330 1.053  0.55
H: -1.603 -1.090 2.325  0.37
H: -6.002 1.173 -0.597  0.10

***

Here is the molecule C2H6N2S at a distorted geometry from the Open Molecules 2025 dataset. Energies are from ωB97M-V with the def2-TZVPD basis set.

The value obtained for the relative energy (zero: lowest compared OMol25 entry of this formula, charge and spin) is 33.9 kcal per mole. Its SMILES is CC(=S)NN. Its HOMO-LUMO gap is 9.173 eV. The value obtained for the lowest unoccupied orbital energy is 0.6 eV. Its net charge is 0. For the highest occupied orbital energy, the calculation gives -8.5 eV.

Each line ends with the natural charge from an NBO analysis.
Positions of all 11 atoms, in Å:
C: -0.009 1.581 -0.022  -0.70
C: -0.222 0.149 -0.081  0.09
H: 0.086 1.891 0.991  0.24
H: 0.985 1.888 -0.564  0.23
H: -0.860 2.087 -0.436  0.25
H: 0.645 -1.524 -0.090  0.37
H: 2.466 -0.458 1.107  0.34
H: 2.859 -0.880 -0.337  0.36
N: 0.953 -0.615 -0.249  -0.44
N: 2.238 -0.240 0.102  -0.63
S: -1.696 -0.462 0.061  -0.10

***

Here is a structure of composition C15H30F3GeNOSSi3W at a distorted geometry from the Open Molecules 2025 dataset. Energies are from ωB97M-V with the def2-TZVPD basis set.

The value obtained for the relative energy (zero: lowest compared OMol25 entry of this formula, charge and spin) is 45.2 kcal per mole. Its HOMO-LUMO gap (alpha / beta) is 5.702 / 6.539 eV. The value obtained for the lowest unoccupied orbital energy (alpha / beta) is -6.0 / -5.2 eV. Its net charge is +1. For the highest occupied orbital energy (alpha / beta), the calculation gives -11.7 / -11.7 eV. As for the multiplicity: 2.

Each line ends with the Löwdin spin population.
Positions of all 56 atoms, in Å:
W: 1.199 -1.471 -1.172  1.28
F: 2.471 -1.766 -6.112  0.00
C: 1.594 -0.792 -6.346  0.00
F: 0.692 -1.248 -7.223  0.00
F: 2.242 0.224 -6.924  0.00
C: 0.873 -0.293 -5.084  0.00
C: -0.049 0.715 -5.308  0.00
C: -0.753 1.272 -4.233  0.00
C: -0.511 0.769 -2.983  0.00
N: 0.366 -0.231 -2.773  0.01
C: 1.076 -0.753 -3.774  0.01
S: 2.232 -1.913 -3.258  0.02
H: -0.203 1.076 -6.317  0.00
H: -1.466 2.073 -4.365  0.00
H: -1.008 1.149 -2.100  0.00
O: 2.027 -2.578 -0.215  -0.04
C: -2.981 -0.110 2.308  -0.04
Si: -2.289 -0.704 0.677  -0.08
C: -2.518 -2.549 0.465  0.00
C: -3.197 0.136 -0.733  -0.01
Ge: 0.131 -0.212 0.871  -0.13
Si: 1.053 -1.365 2.818  -0.01
C: 2.922 -1.258 2.811  0.00
C: 0.397 -0.550 4.377  0.00
C: 0.525 -3.163 2.782  0.00
Si: 0.646 2.171 1.059  -0.01
C: -0.307 2.888 2.505  0.00
C: 2.494 2.312 1.336  0.00
C: 0.212 3.174 -0.475  0.00
H: -4.053 -0.334 2.310  -0.01
H: -2.854 0.965 2.452  0.00
H: -2.530 -0.615 3.164  0.00
H: -3.590 -2.770 0.432  0.00
H: -2.083 -3.131 1.279  0.00
H: -2.077 -2.913 -0.468  0.00
H: -4.250 -0.158 -0.669  0.00
H: -2.840 -0.192 -1.711  0.00
H: -3.156 1.227 -0.686  0.00
H: 3.291 -0.234 2.888  0.00
H: 3.360 -1.712 1.918  0.00
H: 3.293 -1.808 3.682  0.00
H: 0.704 0.496 4.459  0.00
H: 0.802 -1.079 5.245  0.00
H: -0.692 -0.580 4.451  0.00
H: 0.854 -3.673 1.874  0.00
H: -0.557 -3.284 2.870  0.00
H: 0.979 -3.675 3.637  0.00
H: -0.084 2.382 3.446  0.00
H: -1.387 2.831 2.348  0.00
H: -0.046 3.944 2.626  0.00
H: 2.816 1.839 2.265  0.00
H: 2.754 3.374 1.398  0.00
H: 3.076 1.872 0.523  0.00
H: -0.860 3.184 -0.687  0.00
H: 0.745 2.833 -1.368  0.00
H: 0.517 4.209 -0.294  0.00